The following is a DFT calculation (wB97M-V/def2-TZVPD) of an isolated molecule of C8H9NO3S.

The geometry in XYZ format:
```
22
Properties=species:S:1:pos:R:3:forces:R:3
C 0.13814 -2.26556 0.71323 -1.31 1.34 0.46
C 0.49528 -1.59239 -0.57972 0.10 -1.72 -1.32
O 0.78969 -2.25852 -1.57030 -0.17 1.05 1.16
C 0.63699 -0.12334 -0.57484 1.31 1.16 0.27
C 1.93590 0.40944 -0.75108 0.74 -1.75 -1.73
C 2.26621 1.74489 -0.58417 -0.92 -1.60 -0.35
C 1.22035 2.53342 -0.16987 0.65 -0.13 0.68
C -0.02028 2.08665 0.11778 -1.85 -1.26 -0.73
C -0.34063 0.75641 -0.19295 -1.04 0.39 1.07
S -1.98197 0.08885 0.16143 -1.98 -0.54 1.85
N -2.14113 -0.60981 1.56511 0.42 3.02 -1.06
O -3.09273 0.87583 -0.32069 1.01 0.93 0.30
O -1.89809 -1.11723 -0.77538 0.51 -1.50 -1.66
H -0.72080 -1.86778 1.37922 1.37 -0.80 -1.65
H 0.98131 -2.17591 1.32006 1.78 0.41 1.21
H 0.13353 -3.27400 0.45893 -0.68 -1.95 -0.20
H 2.63606 -0.33556 -1.23320 -0.46 1.00 0.96
H 3.25560 2.10291 -0.78785 0.21 0.20 0.01
H 1.37064 3.50041 0.12208 0.74 2.63 0.31
H -0.77429 2.76830 0.49143 -0.03 -0.06 -0.06
H -2.11922 0.24940 2.15779 -0.26 -0.87 0.37
H -2.77057 -1.49641 -0.94701 -0.14 0.04 0.10
```
Forces are in eV/Å.

## Properties
Max |F| ... 3.23 eV Å⁻¹
Charge ... 0
LUMO ... 0.06 eV
Multiplicity ... 1
Structure (SMILES) ... CC(=O)c1ccccc1[S@@](=N)(=O)O
ΔE to the lowest compared entry with this formula, charge and spin ... 254.23 kJ/mol

The following is a DFT calculation (wB97M-V/def2-TZVPD) of a structure of composition C3H3NO.

The geometry in XYZ format:
```
8
Properties=species:S:1:pos:R:3:forces:R:3
C 0.06905 -0.15949 -0.98399 -3.73 0.05 -2.65
C -1.01031 -0.13140 -0.08082 1.08 -1.34 -2.45
C 0.87438 0.23091 0.84516 0.97 2.09 1.95
H -0.10769 -0.24211 -2.11253 0.75 -0.11 1.89
H -2.02236 -0.60822 -0.11902 1.10 1.12 0.12
H 1.39447 0.59008 1.76201 0.09 -0.57 -1.20
N 1.24022 0.15815 -0.39492 -0.02 -0.50 1.05
O -0.43776 0.16207 1.08412 -0.24 -0.73 1.28
```
Forces are in eV/Å.

## Properties
Max |F| ... 4.58 eV Å⁻¹
Charge ... 0
LUMO ... 1.04 eV
Multiplicity ... 1
ΔE to the lowest compared entry with this formula, charge and spin ... 57.09 kJ/mol